C9H10CoO5 | ωB97M-V/def2-TZVPD

The geometry in XYZ format:
```
25
Properties=species:S:1:pos:R:3:forces:R:3
Co -0.0001 1.9552 -0.8900 0.000 1.144 -0.287
C 0.0008 2.4875 0.8253 0.009 2.121 7.038
O 0.0019 2.7624 1.9535 -0.006 -1.162 -4.618
C -0.0056 2.4416 -2.6685 -0.017 3.152 -7.007
O -0.0092 2.8822 -3.7465 0.016 -2.320 5.139
C -1.3708 0.7896 -0.9009 -6.528 -2.566 -1.350
O -2.4092 0.3232 -1.1370 4.262 1.410 1.163
C 1.3759 0.7946 -0.9050 6.588 -2.534 -1.427
O 2.4164 0.3367 -1.1513 -4.324 1.397 1.224
C 0.0043 -2.3560 -3.4225 0.008 -3.602 1.821
H 0.9418 -2.8407 -3.1385 -0.190 -0.010 -0.126
H -0.9312 -2.8437 -3.1370 0.189 -0.011 -0.125
C 0.0015 -1.1809 -4.0664 -0.010 4.179 -2.095
H -0.9103 -0.6300 -4.3216 0.000 -0.495 0.005
H 0.9107 -0.6264 -4.3233 0.002 -0.496 0.005
C 1.2826 -0.3583 3.2526 0.990 -0.656 -0.161
C -0.0085 -0.7010 2.5325 0.124 -0.359 -0.962
C -1.2872 -0.3497 3.2585 -0.890 -0.705 -0.191
O -0.0045 -1.2067 1.4089 -0.026 0.987 2.178
H 1.1745 -0.5634 4.3203 -0.284 0.140 -0.094
H 1.5145 0.7058 3.0943 -0.209 -0.197 0.002
H 2.0831 -0.9958 2.8647 -0.001 0.290 -0.047
H -1.5096 0.7119 3.1016 0.154 -0.056 -0.013
H -2.0869 -0.9823 2.8743 -0.147 0.220 -0.093
H -1.1748 -0.5557 4.3220 0.288 0.129 0.021
```
Forces are in eV/Å.

As for the total charge: +3. The multiplicity is 5. For the HOMO-LUMO gap (spin up / spin down), the calculation gives 10.328 / 6.656 eV. The energy above the lowest of the compared OMol25 structures with the same formula, charge and spin comes out at 0.0 kJ/mol. The calculation puts the LUMO energy (spin up / spin down) at -0.418 / -0.577 Eh.

C9H10FNO5S3 | ωB97M-V/def2-TZVPD

The geometry in XYZ format:
```
29
Properties=species:S:1:pos:R:3:forces:R:3
O 4.1731 -0.1366 0.6280 0.647 0.839 0.063
S 2.8218 -0.1526 1.0356 0.712 -1.274 -1.097
O 2.2636 -1.4113 1.3576 -1.025 -0.092 0.624
F 2.6846 0.7487 2.3064 -0.115 0.327 -0.195
C 1.8137 0.6690 -0.2378 -0.218 0.127 0.914
C 0.7273 1.5296 0.4620 -0.309 0.812 -0.948
C -0.6813 1.4019 -0.1830 0.469 -1.658 0.652
C -1.4590 0.1955 0.3841 1.058 1.898 -1.333
C -1.9765 -0.7752 -0.4331 -0.402 -0.568 -0.070
C -2.6176 -1.8156 0.1966 0.085 -0.099 -0.722
C -2.6869 -1.7913 1.5581 -0.780 -1.217 1.095
N -2.2270 -0.8448 2.3553 0.191 0.338 0.190
C -1.6074 0.1553 1.7459 -0.266 -0.403 0.463
S -0.4018 1.3613 -1.9524 -0.152 2.517 -0.896
O 0.4082 2.5078 -2.2237 0.818 0.045 0.423
O -1.6170 1.3541 -2.6908 -0.425 -1.375 0.084
O 0.5077 0.0767 -2.2620 -0.985 0.237 0.761
C 1.2465 -0.4419 -1.1433 0.782 -0.928 0.112
S 2.5702 -1.4724 -1.8431 0.098 0.164 -0.125
H 2.4880 1.3070 -0.8034 0.135 -0.030 0.016
H 0.6803 1.3804 1.5338 -0.129 -0.254 -0.041
H 1.0062 2.5693 0.3050 0.219 0.019 0.148
H -1.2405 2.3166 -0.0007 -0.021 0.131 -0.310
H -1.9072 -0.7534 -1.5087 0.057 0.137 -0.083
H -3.0439 -2.6409 -0.3495 -0.060 -0.073 -0.086
H -3.1713 -2.6345 2.0419 -0.007 0.095 0.187
H -1.2100 0.9499 2.3632 -0.044 0.033 0.158
H 0.6238 -1.0876 -0.5304 -0.207 0.008 -0.128
H 1.8326 -2.5650 -2.1116 -0.126 0.248 0.144
```
Forces are in eV/Å.

As for the total charge: 0. For the HOMO-LUMO gap, the calculation gives 10.491 eV. The calculation puts the LUMO energy at 0.010 Eh.

C9H10FeN2O4S5 | ωB97M-V/def2-TZVPD

The geometry in XYZ format:
```
31
Properties=species:S:1:pos:R:3:forces:R:3
Fe 0.1338 0.2340 -0.4906 0.004 0.378 0.208
C 1.5080 -0.4380 3.7513 0.013 0.043 0.017
C 1.3040 -0.0113 2.3279 0.253 -0.045 -0.139
N 0.1707 0.3197 1.8395 -0.010 -0.138 -0.289
O -0.9342 0.2051 2.6682 -0.300 0.264 -0.251
C 2.4181 0.0359 1.3755 -0.328 -0.030 0.235
C 3.8577 0.1106 1.7571 0.005 -0.059 0.077
N 2.0646 0.1232 0.1181 0.459 0.180 -0.211
O 2.9678 0.2996 -0.7714 -0.068 -0.057 0.070
H 0.5580 -0.4684 4.2769 -0.001 -0.004 0.006
H 2.1789 0.2536 4.2670 -0.005 -0.007 -0.011
H 1.9698 -1.4267 3.7797 0.002 -0.004 0.001
H -1.5717 0.7065 2.1101 0.093 -0.059 0.244
H 4.0188 -0.1894 2.7944 -0.010 0.011 0.000
H 4.2476 1.1260 1.6224 0.019 -0.002 -0.015
H 4.4470 -0.5319 1.0999 0.000 -0.001 -0.016
S -3.0429 -4.8335 -4.6127 0.047 0.069 0.052
C -2.2775 -3.6561 -3.6711 0.029 -0.108 -0.134
S -1.5344 -4.0048 -2.1041 -0.110 -0.048 0.005
C -0.9878 -2.3864 -1.7910 -0.065 0.132 -0.107
C -1.4438 -1.3920 -2.6716 0.099 -0.114 0.074
S -1.0289 0.2452 -2.4874 -0.100 0.046 -0.003
S -2.4997 -1.9193 -3.9376 -0.127 -0.046 -0.013
S -0.0171 -2.0218 -0.4573 0.105 -0.190 0.098
C -1.0332 4.2432 0.1156 0.005 0.045 -0.015
C -0.9565 2.7236 0.1773 -0.178 0.061 0.177
O 0.0370 2.2161 -0.4263 0.014 -0.235 -0.033
O -1.8630 2.1209 0.7818 0.155 -0.105 -0.005
H -0.0547 4.6723 -0.0907 0.006 0.017 -0.005
H -1.4419 4.6359 1.0459 0.001 -0.007 -0.001
H -1.7124 4.5156 -0.6943 -0.008 0.016 -0.016
```
Forces are in eV/Å.

As for the total charge: -2. The multiplicity is 5. For the HOMO-LUMO gap (spin up / spin down), the calculation gives 4.296 / 5.877 eV. The energy above the lowest of the compared OMol25 structures with the same formula, charge and spin comes out at 0.0 kJ/mol. The calculation puts the LUMO energy (spin up / spin down) at 0.178 / 0.153 Eh.